# 1
Below is an isolated molecule of C2HNS2 in a non-equilibrium geometry, with properties calculated with the ωB97M-V functional and the def2-TZVPD basis.

Energy ... -927.889375 Ha
Structure (SMILES) ... N#CC(=S)S
Kohn-Sham gap ... 7.96 eV
Net charge ... 0

Geometry as XYZ:
```
6
Properties=species:S:1:pos:R:3:forces:R:3:lowdin_charge:R:1
N -0.2400 0.6290 2.4285 -0.380 0.182 0.356 0.174
C -0.1589 0.4052 1.3077 0.948 -0.574 -1.274 -0.358
C 0.2227 0.0268 -0.0764 3.061 1.275 0.819 -1.240
S 1.8455 0.2131 -0.5271 -2.373 -0.468 0.600 0.644
S -1.1150 -0.4096 -0.9675 -1.173 -1.025 -1.714 0.829
H -0.5544 -0.8646 -2.1652 -0.082 0.611 1.213 -0.050
```
Forces are in eV/Å.



# 2
Below is a cluster of 4 separate species, C31H38F24NO9S2 in total in a non-equilibrium geometry, with properties calculated with the ωB97M-V functional and the def2-TZVPD basis.

Energy ... -5128.538812 Ha
Kohn-Sham gap ... 6.51 eV
Net charge ... +1

Geometry as XYZ:
```
105
Properties=species:S:1:pos:R:3:forces:R:3:lowdin_charge:R:1
C 1.8005 -0.4397 -4.9878 -0.277 0.481 0.025 -0.125
C 0.4013 -1.1961 -4.7390 0.831 -0.283 -0.230 -0.191
C 0.5585 -2.7599 -5.1836 -0.423 1.662 -1.264 -0.198
O -0.2042 -3.6580 -4.3345 1.684 -0.667 0.771 -0.173
C 0.6780 -4.5173 -3.5517 -0.247 0.494 -0.600 -0.139
C 1.5100 -3.5979 -2.5219 2.698 -0.173 -0.461 -0.035
C 3.0303 -3.4773 -2.8715 -1.309 2.119 3.303 0.105
C 3.9577 -2.6154 -1.9699 -4.040 -1.302 0.267 0.042
C 5.4901 -2.4994 -2.3875 2.659 1.884 -1.683 -0.381
O 5.9110 -1.4929 -2.9961 -2.210 -3.571 2.586 0.113
O 6.4357 -3.5449 -2.1381 -3.547 1.044 -0.477 0.029
C 3.2728 -1.9125 -0.7618 -0.973 -1.005 -1.792 0.008
C 4.2134 -0.9843 0.1609 0.164 0.252 0.113 -0.120
C 4.5425 -1.6071 1.6076 0.488 -0.005 0.021 -0.253
C 4.5731 -3.2063 1.6826 -0.278 -0.131 1.977 -0.527
S 6.2001 -3.9191 1.0410 -0.860 -0.568 0.600 0.682
C 1.7281 -2.0834 -0.5022 3.358 0.051 -1.024 0.013
C 1.2190 -1.2579 0.7587 -0.206 0.885 0.258 -0.172
O 1.2864 0.1760 0.4429 -0.516 -1.176 1.503 -0.200
C 0.6832 0.8256 1.6135 -1.407 0.316 0.606 -0.079
N 0.8881 -2.9311 -1.3712 5.217 0.586 -0.955 -0.077
S -0.7738 -3.0764 -0.9404 -8.610 2.113 -0.140 0.774
C -0.8053 -3.9498 0.7317 2.032 -0.203 0.744 -0.088
O -1.6801 -3.8758 -1.8071 3.756 0.542 1.288 -0.275
O -1.4040 -1.6793 -0.8552 3.830 -3.684 0.497 -0.317
H 2.5241 -0.5456 -4.0943 -1.043 -0.045 -1.503 0.067
H 1.6318 0.6917 -5.1355 0.228 -1.797 0.281 0.085
H 2.2774 -0.8263 -5.9577 -0.531 0.535 1.488 0.083
H -0.3947 -0.6583 -5.3796 1.085 -1.128 1.238 0.122
H 0.1201 -1.1681 -3.6311 0.196 0.131 -1.541 0.095
H 1.6801 -3.0183 -5.2544 -1.728 0.181 0.231 0.110
H 0.1015 -2.8198 -6.2455 0.856 -0.236 1.714 0.145
H 1.3830 -5.0218 -4.3124 -0.553 0.845 1.569 0.144
H 0.1037 -5.3637 -3.0387 0.519 1.601 -0.606 0.144
H 3.4724 -3.9933 -3.8010 -1.122 0.819 1.678 0.146
H 5.9485 -4.3896 -1.9360 0.659 1.064 0.162 0.106
H 5.2328 -0.7844 -0.3521 -1.902 -0.648 0.370 0.133
H 3.7652 0.0658 0.3331 0.394 -1.844 -0.506 0.134
H 5.5964 -1.2348 1.9012 -1.759 -0.651 -0.473 0.105
H 3.8351 -1.1354 2.3880 1.048 -1.127 -1.170 0.107
H 3.6626 -3.7339 1.2385 1.263 0.865 0.322 0.065
H 4.5726 -3.4764 2.8096 -0.091 0.489 -1.862 0.090
H 6.2598 -5.1415 1.7369 -0.383 1.409 -0.579 -0.102
H 1.8906 -1.3933 1.6950 -0.813 -0.428 -1.785 0.135
H 0.1529 -1.4549 1.1006 1.280 -0.184 -0.786 0.100
H 1.0523 0.3776 2.6083 -0.148 0.748 -1.502 0.098
H 0.8216 1.9583 1.6082 0.236 -1.746 -0.282 0.112
H -0.4643 0.6462 1.6048 1.760 0.198 -0.139 0.114
H -1.2516 -3.2583 1.5205 0.267 -0.893 -1.436 0.096
H 0.2938 -4.1442 1.0476 -1.729 0.355 -0.538 0.083
H -1.2988 -4.9735 0.6457 0.343 1.714 -0.269 0.099
C 4.6326 4.0217 4.3707 0.358 0.757 -0.089 -0.037
C 3.3159 3.2301 4.2163 0.491 0.342 -0.714 -0.431
C 3.0382 2.1610 5.2758 -0.576 -0.269 0.523 -0.293
F 3.9835 1.2063 5.3234 0.014 0.024 -0.100 0.093
F 1.8688 1.5209 5.0020 -0.079 0.233 -0.235 0.079
F 3.2626 2.7082 2.9646 -0.091 -0.230 0.183 0.111
F 2.3014 4.1424 4.2825 0.121 -0.256 0.402 0.108
O 5.7635 3.5798 3.6037 -0.214 -1.454 0.534 0.037
C 6.5282 2.5125 4.1286 -0.310 1.997 0.588 -0.502
C 6.4281 1.2377 3.2825 0.293 -0.492 -0.428 -0.270
F 5.1470 0.8401 3.1153 -0.009 0.308 0.033 0.065
F 7.0803 0.2100 3.8782 0.027 0.334 0.138 0.101
F 6.1961 2.3194 5.4198 0.258 -0.473 -0.222 0.139
F 7.8101 2.9406 4.1378 -0.219 -0.485 -0.387 0.154
H 4.4283 5.0225 3.9787 -0.072 -0.263 -0.145 0.153
H 4.8948 4.1868 5.4192 -0.090 -0.326 -0.073 0.148
H 2.9474 2.6067 6.2703 0.034 0.164 -0.099 0.178
H 6.8630 1.3936 2.2920 0.067 0.230 0.103 0.178
C -6.7739 0.5875 -2.0924 -0.017 0.893 0.052 -0.044
C -7.3710 -0.3328 -3.1780 0.881 0.332 -0.251 -0.429
C -8.1517 -1.5514 -2.6794 -0.772 -0.557 -0.263 -0.298
F -7.4098 -2.3814 -1.9251 0.038 0.049 -0.007 0.092
F -8.5916 -2.2891 -3.7311 0.088 0.358 -0.107 0.095
F -6.3851 -0.6956 -4.0338 -0.186 -0.182 0.146 0.127
F -8.2343 0.4339 -3.9080 -0.192 -0.217 0.411 0.110
O -5.3945 0.3861 -1.7376 -0.304 -1.520 0.341 0.015
C -5.1338 -0.6440 -0.8039 -0.999 1.506 -0.017 -0.491
C -4.3542 -1.8169 -1.4114 0.472 -0.414 -0.595 -0.287
F -4.9744 -2.3347 -2.4915 0.033 0.257 0.147 0.102
F -4.2272 -2.8285 -0.5141 -0.106 0.290 0.350 0.087
F -6.2907 -1.0186 -0.2246 0.498 -0.325 0.183 0.138
F -4.3947 -0.0777 0.1804 0.331 -0.366 -0.294 0.137
H -6.7890 1.5973 -2.5130 0.082 -0.254 -0.146 0.138
H -7.4137 0.6498 -1.2079 0.086 -0.279 -0.114 0.146
H -9.0272 -1.2471 -2.0985 0.066 0.196 -0.017 0.176
H -3.3551 -1.5031 -1.7177 -0.172 0.204 0.137 0.137
C -3.8427 4.1615 2.5267 0.066 -0.625 0.533 -0.043
C -3.1459 5.4203 1.9679 0.304 -0.808 -0.391 -0.433
C -4.0490 6.6199 1.6700 -0.019 0.983 -0.031 -0.300
F -5.0028 6.3498 0.7625 0.044 -0.134 0.029 0.096
F -3.3171 7.6414 1.1558 0.244 -0.250 0.196 0.095
F -2.4174 5.0699 0.8803 -0.185 0.210 0.032 0.123
F -2.2393 5.8162 2.9115 -0.406 0.183 0.083 0.101
O -4.1862 3.1246 1.5938 -0.714 0.975 -0.847 0.030
C -5.3913 3.2755 0.8687 0.518 -0.135 1.817 -0.495
C -5.1631 3.4871 -0.6335 0.371 -0.013 -0.819 -0.274
F -4.3541 4.5373 -0.8824 -0.029 -0.167 0.250 0.101
F -6.3354 3.7403 -1.2692 -0.181 -0.162 0.385 0.097
F -6.1302 4.2489 1.4360 -0.197 -0.164 -0.494 0.138
F -6.0859 2.1283 1.0561 0.137 0.112 -0.508 0.141
H -3.1131 3.6841 3.1876 0.057 0.093 -0.279 0.146
H -4.6826 4.4109 3.1807 0.000 0.173 -0.300 0.146
H -4.5327 6.9840 2.5811 0.084 -0.160 0.102 0.175
H -4.7103 2.6020 -1.0866 -0.072 -0.108 0.266 0.159
```
Forces are in eV/Å.



# 3
Below is a structure of composition C38H21Br4IrN4O8S3 in a non-equilibrium geometry, with properties calculated with the ωB97M-V functional and the def2-TZVPD basis.

Energy ... -13876.687139 Ha
Expectation value of S² ... 0.77
Spin multiplicity ... 2
Kohn-Sham gap (spin up / spin down) ... 6.20 / 6.02 eV
Net charge ... -1

Geometry as XYZ:
```
79
Properties=species:S:1:pos:R:3:forces:R:3:lowdin_spin:R:1
Ir -0.4758 0.0640 -0.3926 2.382 -1.502 -0.172 0.656
O 1.4514 1.9481 -5.7003 0.004 0.026 -0.078 0.000
C 1.3204 1.4946 -4.4400 -0.012 -0.052 0.170 0.000
C 1.3330 0.1352 -4.1331 0.357 0.017 -0.094 0.000
C 1.1364 -0.2361 -2.8290 0.102 0.012 0.000 0.000
N 0.9972 0.6543 -1.8548 -1.346 0.324 -0.141 0.005
C 0.9908 1.9583 -2.1428 0.065 0.005 0.011 0.002
C 1.1503 2.4289 -3.4203 0.168 -0.002 -0.162 0.000
C 0.7234 2.8362 -0.9490 -0.211 0.042 0.080 0.007
O 1.0593 4.0063 -0.9767 0.001 0.080 0.046 0.008
O 0.1592 2.2056 0.0195 -0.233 0.033 0.360 0.135
C 0.9504 -1.6581 -2.3849 -0.061 0.070 -0.301 0.001
O 1.4462 -2.5570 -3.0357 -0.098 -0.178 0.136 0.002
O 0.2459 -1.7726 -1.3094 -0.533 0.466 0.944 -0.018
H 1.5032 1.2036 -6.3107 -0.032 0.001 0.026 0.000
H 1.4381 -0.6338 -4.8879 0.045 0.031 0.028 0.000
H 1.0987 3.4888 -3.6237 0.038 0.006 0.048 0.000
Br -4.9650 2.0289 4.8000 -0.005 0.029 -0.019 0.001
C -3.6847 1.1035 3.7642 0.027 -0.059 -0.012 0.001
C -2.9279 0.0893 4.3271 -0.031 0.024 -0.035 -0.002
Br -3.0998 -0.3564 6.1554 0.017 -0.038 -0.033 0.000
C -2.0154 -0.5999 3.5173 0.044 -0.263 0.022 0.000
Br -0.9482 -2.0195 4.1750 0.001 -0.003 0.039 0.001
C -1.8572 -0.2892 2.1795 0.191 -0.307 0.399 0.003
O -1.0381 -0.9450 1.3777 -0.489 0.035 -1.134 0.025
C -2.5489 0.7919 1.6327 -0.217 0.409 -0.100 0.013
O -2.2545 1.1052 0.3979 0.604 0.199 -0.607 0.142
C -3.4928 1.4476 2.4192 0.025 0.120 -0.165 0.003
Br -4.4505 2.8490 1.5952 0.041 0.025 -0.027 0.001
O -1.4410 0.1221 -2.1612 -0.534 -0.461 0.235 -0.003
C -2.6837 0.4793 -2.7053 -0.119 0.624 0.173 0.001
C -3.9006 0.2751 -1.8269 0.196 -0.258 0.120 0.000
C -4.9856 1.0753 -1.6728 -0.141 0.049 0.064 0.000
C -6.0079 0.4708 -0.8830 0.014 0.067 -0.013 0.000
C -5.6674 -0.7739 -0.4619 0.007 -0.124 -0.024 0.000
S -4.1116 -1.2293 -1.0167 0.037 0.038 0.002 0.000
C -2.5979 1.9486 -3.1152 -0.051 -0.096 -0.025 0.000
C -2.2830 2.9844 -2.2898 -0.093 0.084 0.107 0.000
C -2.2805 4.2399 -2.9588 0.026 -0.006 0.020 0.000
C -2.5723 4.1243 -4.2833 -0.059 -0.089 -0.122 0.000
S -2.8609 2.4915 -4.7266 0.011 0.062 0.113 0.000
C -2.8946 -0.3980 -3.9355 0.380 -0.051 0.146 0.000
C -4.0464 -0.7190 -4.5832 -0.003 -0.019 -0.143 0.000
C -3.8225 -1.5621 -5.7101 -0.073 0.095 0.008 0.000
C -2.5073 -1.8642 -5.8765 0.114 -0.004 -0.002 0.000
S -1.5293 -1.1384 -4.6714 -0.336 -0.094 -0.110 0.000
H -5.0545 2.0722 -2.0848 0.044 -0.025 -0.025 0.000
H -6.9403 0.9551 -0.6311 0.002 0.000 0.012 0.000
H -6.2453 -1.4585 0.1391 0.024 0.069 0.060 0.000
H -2.0850 2.8490 -1.2325 -0.056 -0.011 -0.019 0.000
H -2.0826 5.1810 -2.4641 0.056 -0.028 -0.028 0.000
H -2.6578 4.9002 -5.0281 0.056 0.026 0.052 0.000
H -5.0197 -0.3762 -4.2599 0.024 0.001 0.024 0.000
H -4.6112 -1.9226 -6.3560 0.022 -0.024 0.012 0.000
H -2.0553 -2.4908 -6.6298 -0.051 -0.006 0.006 0.000
N 4.5080 -2.7977 4.0938 -0.091 -0.078 -0.065 0.000
C 5.5709 -2.7502 4.9663 0.084 0.091 0.077 0.000
C 6.1861 -3.7086 5.7662 -0.049 -0.043 -0.038 0.000
C 7.2291 -3.2778 6.5623 -0.010 -0.001 0.007 0.000
C 7.6594 -1.9412 6.5515 0.028 0.037 -0.028 0.000
C 7.0569 -0.9979 5.7436 -0.050 -0.023 -0.002 0.000
C 5.9855 -1.4096 4.9506 -0.073 -0.046 -0.033 0.000
N 5.1831 -0.6763 4.0965 0.050 0.067 -0.012 0.000
C 4.3204 -1.5265 3.6131 0.071 0.028 0.084 0.000
C 3.2581 -1.1726 2.6624 0.002 0.021 -0.048 0.000
C 3.0997 0.1580 2.2908 0.126 -0.154 0.053 0.001
C 2.1093 0.4866 1.3885 0.093 0.057 -0.080 0.002
N 1.3145 -0.4374 0.8455 -0.548 0.716 0.104 0.015
C 1.4536 -1.7162 1.1935 0.078 -0.124 0.025 0.001
C 2.4082 -2.1200 2.1034 0.160 0.058 -0.035 0.000
H 3.9573 -3.6049 3.8642 -0.014 0.006 0.029 0.000
H 5.8612 -4.7414 5.7710 -0.001 0.013 0.025 0.000
H 7.7232 -3.9844 7.2168 0.010 -0.007 -0.030 0.000
H 8.4808 -1.6505 7.1937 0.003 -0.001 -0.019 0.000
H 7.3844 0.0330 5.7179 -0.004 -0.010 0.044 0.000
H 3.7552 0.9069 2.7100 -0.068 0.061 -0.013 0.000
H 1.9306 1.5089 1.0839 -0.067 -0.036 0.041 0.000
H 0.7895 -2.4179 0.7162 -0.042 0.009 0.089 0.000
H 2.4743 -3.1698 2.3539 -0.030 -0.010 -0.048 0.000
```
Forces are in eV/Å.